Record 1
ORCA calculation (ωB97M-V/def2-TZVPD) on a cluster of 2 separate species, C39H49N2O4P in total in a non-equilibrium geometry.

```
95
Properties=species:S:1:pos:R:3:mulliken_charge:R:1
C -4.219 -0.322 1.670 -1.098
C -3.610 0.288 0.409 1.011
C -4.042 1.748 0.256 -1.193
C -3.996 -0.530 -0.831 0.328
C -5.336 -0.571 -1.223 -0.685
C -5.727 -1.305 -2.342 -1.470
C -4.774 -2.022 -3.064 -0.691
C -3.429 -1.987 -2.691 1.348
C -2.416 -2.811 -3.486 2.753
C -2.494 -2.491 -4.978 -1.508
C -2.599 -4.302 -3.216 -1.525
C -3.042 -1.234 -1.574 -1.290
N -1.640 -1.224 -1.152 1.213
P -0.410 -0.429 -2.028 -0.139
H 0.840 1.684 2.331 -0.389
N 0.729 -1.389 -1.201 1.269
C 2.114 -1.558 -1.643 -1.358
C 3.150 -0.971 -0.912 0.467
C 2.877 -0.123 0.335 1.316
C 3.460 1.282 0.169 -1.251
C 3.429 -0.799 1.590 -1.496
C 4.474 -1.156 -1.321 -0.790
C 4.765 -1.919 -2.450 -1.486
C 3.729 -2.519 -3.163 -0.714
C 2.400 -2.340 -2.769 1.334
C 1.296 -3.049 -3.551 2.721
C 1.314 -4.549 -3.272 -1.484
C 1.398 -2.763 -5.049 -1.564
C 0.168 -2.305 -0.318 -0.452
C -1.176 -2.208 -0.289 -0.486
H -3.935 -1.377 1.762 0.316
H -3.876 0.202 2.569 0.111
H -5.314 -0.261 1.628 0.329
H -2.518 0.259 0.498 0.251
H -3.645 2.173 -0.675 0.382
H -5.137 1.824 0.230 0.345
H -3.669 2.352 1.091 0.114
H -6.074 -0.013 -0.643 0.333
H -6.773 -1.319 -2.649 0.381
H -5.077 -2.613 -3.932 0.335
H -1.412 -2.530 -3.139 -1.785
H -2.377 -1.414 -5.150 0.380
H -1.703 -3.011 -5.532 0.342
H -3.461 -2.803 -5.390 0.379
H -2.493 -4.520 -2.145 0.305
H -3.599 -4.634 -3.530 0.398
H -1.856 -4.897 -3.762 0.390
H 1.790 -0.029 0.436 0.055
H 3.106 1.744 -0.762 0.370
H 3.152 1.952 0.981 0.043
H 4.559 1.249 0.141 0.340
H 3.051 -1.826 1.674 0.333
H 4.526 -0.839 1.554 0.355
H 3.131 -0.256 2.497 0.319
H 5.276 -0.690 -0.746 0.402
H 5.799 -2.048 -2.771 0.363
H 3.952 -3.137 -4.037 0.319
H 0.334 -2.651 -3.201 -1.747
H 1.215 -4.751 -2.197 0.291
H 0.494 -5.056 -3.796 0.392
H 2.261 -4.991 -3.612 0.400
H 1.422 -1.682 -5.239 0.388
H 2.312 -3.205 -5.465 0.378
H 0.539 -3.187 -5.584 0.354
H 0.807 -2.956 0.253 0.580
H -1.876 -2.768 0.308 0.600
C 4.179 2.763 3.896 -0.882
C 3.769 4.218 4.067 1.527
C 4.869 5.020 4.776 -1.763
O 3.501 4.831 2.792 -0.427
C 2.452 4.235 2.116 0.206
O 2.406 4.307 0.898 -0.730
C 1.452 3.563 2.929 0.010
C 0.479 2.686 2.269 0.030
C -0.952 2.694 2.809 0.595
C -1.416 1.610 3.556 0.221
C -2.648 1.694 4.213 -1.216
C -3.443 2.834 4.048 -0.341
C -3.039 3.852 3.176 -0.889
C -1.788 3.782 2.554 -0.311
C 1.436 3.837 4.359 0.169
O 0.488 3.661 5.097 -0.717
O 2.596 4.358 4.894 -0.392
H 3.358 2.163 3.473 -0.178
H 5.052 2.709 3.233 0.341
H 4.443 2.349 4.876 0.456
H 4.540 6.049 4.946 0.392
H 5.086 4.552 5.740 0.371
H 5.780 5.027 4.173 0.395
H 0.477 2.988 1.211 0.492
H -0.776 0.730 3.657 0.434
H -2.964 0.868 4.856 0.501
H -4.384 2.916 4.595 0.362
H -3.688 4.713 2.995 0.365
H -1.428 4.574 1.891 0.446
```

Results
* total energy: -2267.32632 Ha
* LUMO energy: -2.37 eV

---

Record 2
ORCA calculation (ωB97M-V/def2-TZVPD) on a structure of composition C31H63Br2N2O6 in a non-equilibrium geometry.

```
104
Properties=species:S:1:pos:R:3:mulliken_charge:R:1
C 3.941 -4.461 1.914 -0.923
C 2.689 -4.295 0.823 -0.379
C 1.546 -3.369 1.547 -0.424
C 1.399 -1.847 0.881 0.718
N 1.363 -0.744 1.918 -0.299
C -0.028 -0.480 2.450 -0.690
C -0.780 -1.586 3.398 -0.675
C -2.383 -1.281 3.249 -0.097
C -3.404 -2.443 2.705 -0.617
Br -2.412 -3.509 1.293 -0.055
C -4.803 -1.883 2.054 -0.143
C -5.951 -3.081 2.160 -0.919
Br -4.464 -1.674 0.053 -0.125
C -2.331 0.180 2.448 0.012
O -2.386 1.321 3.420 -0.454
N -1.077 0.152 1.548 0.013
H 4.835 -5.036 1.407 0.261
H 3.616 -5.037 2.892 0.322
H 4.231 -3.374 2.239 0.262
H 3.049 -3.912 -0.224 0.220
H 2.271 -5.392 0.667 0.276
H 1.813 -3.336 2.696 0.294
H 0.506 -3.922 1.401 -0.139
H 2.410 -1.692 0.267 -0.232
H 0.538 -1.806 0.087 0.088
H 1.622 0.145 1.402 0.380
H 0.162 0.404 3.229 0.266
H -0.384 -2.685 3.462 0.262
H -0.556 -1.184 4.494 0.268
H -2.732 -1.152 4.382 0.480
H -3.694 -3.159 3.590 0.498
H -5.151 -0.873 2.532 0.346
H -6.622 -2.953 1.184 0.293
H -6.657 -2.977 3.087 0.254
H -5.499 -4.165 2.136 0.318
H -3.264 0.442 1.766 0.225
H -2.969 1.039 4.202 0.352
H -1.187 -0.302 0.611 0.489
H -0.805 1.180 1.576 0.272
C 3.854 1.414 -3.186 -0.183
C 4.825 0.305 -2.872 -0.676
C 4.535 0.033 -1.412 -0.208
O 3.149 0.335 -1.200 -0.324
C 2.651 1.026 -2.354 -0.488
H 3.624 1.509 -4.250 0.286
H 4.258 2.371 -2.835 0.106
H 4.583 -0.580 -3.472 0.272
H 5.869 0.569 -3.058 0.362
H 5.123 0.689 -0.761 0.311
H 4.733 -1.005 -1.132 0.003
H 1.997 0.338 -2.900 0.295
H 2.062 1.892 -2.040 0.229
C 6.854 -4.511 -2.211 -0.551
C 7.825 -5.620 -1.897 -0.586
C 7.535 -5.892 -0.437 -0.496
O 6.149 -5.590 -0.225 -0.368
C 5.651 -4.899 -1.379 0.367
H 6.624 -4.416 -3.275 0.380
H 7.258 -3.554 -1.860 0.253
H 7.583 -6.505 -2.497 0.265
H 8.869 -5.356 -2.083 0.339
H 8.123 -5.236 0.214 0.284
H 7.733 -6.930 -0.157 0.281
H 4.997 -5.587 -1.925 0.264
H 5.062 -4.033 -1.065 -0.460
C -1.859 5.564 0.181 -0.551
C -2.335 5.098 1.532 -0.594
C -1.415 3.928 1.806 0.214
O -0.173 4.212 1.147 -0.438
C -0.367 5.333 0.274 -0.396
H -2.117 6.603 -0.041 0.364
H -2.288 4.929 -0.603 0.239
H -2.168 5.886 2.276 0.305
H -3.393 4.823 1.556 0.323
H -1.814 3.001 1.381 -0.238
H -1.239 3.774 2.874 0.356
H 0.141 6.196 0.719 0.293
H 0.087 5.125 -0.699 0.188
C -9.659 0.964 1.381 -0.544
C -10.135 0.498 2.732 -0.572
C -9.215 -0.672 3.006 -0.504
O -7.973 -0.388 2.347 -0.310
C -8.167 0.733 1.474 -0.406
H -9.917 2.003 1.159 0.332
H -10.088 0.329 0.597 0.272
H -9.968 1.286 3.476 0.268
H -11.193 0.223 2.756 0.326
H -9.614 -1.599 2.581 0.308
H -9.039 -0.826 4.074 0.282
H -7.659 1.596 1.919 0.263
H -7.713 0.525 0.501 0.261
C 1.750 5.627 -6.231 -0.558
C 3.091 6.070 -5.705 -0.528
C 3.138 5.397 -4.351 -0.444
O 2.379 4.185 -4.462 -0.310
C 1.652 4.214 -5.698 -0.466
H 1.666 5.678 -7.320 0.322
H 0.957 6.247 -5.796 0.257
H 3.889 5.677 -6.346 0.269
H 3.203 7.156 -5.647 0.339
H 2.667 6.018 -3.582 0.268
H 4.159 5.164 -4.034 0.268
H 2.125 3.499 -6.380 0.284
H 0.619 3.901 -5.526 0.302
```

Results
* total energy: -6927.44340 Ha
* energy above the lowest of the compared OMol25 structures with the same formula, charge and spin: 141.7 kcal per mole
* LUMO energy: -2.37 eV
* total charge: +1

---

Record 3
ORCA calculation (ωB97M-V/def2-TZVPD) on an isolated molecule of C6H12N2O7P2 in a non-equilibrium geometry.

```
29
Properties=species:S:1:pos:R:3:mulliken_charge:R:1
O 1.039 0.741 -3.310 -0.775
O -0.735 -1.607 -2.992 -0.896
N -1.808 1.358 2.450 -0.673
O 1.124 -1.700 -0.142 -0.638
O 3.245 0.111 -2.249 -0.522
O 1.844 -1.597 -3.468 -0.518
O -1.985 -1.081 -0.909 -0.479
O -1.337 0.668 -2.469 -0.519
C -1.023 0.570 3.133 0.443
C -1.258 1.518 1.193 -0.506
C -0.107 0.813 1.042 0.224
N 0.083 0.274 2.329 -0.163
C -1.173 0.015 4.523 -1.046
C 0.840 0.760 -0.134 -0.843
C 0.745 -0.534 -0.967 0.858
P 1.711 -0.312 -2.531 0.681
P -0.833 -0.660 -1.865 0.913
H 0.472 -1.753 0.629 0.435
H 3.521 0.154 -3.175 0.344
H 0.875 -1.762 -3.641 0.480
H -2.736 -0.993 -1.509 0.339
H -0.586 0.921 -3.058 0.473
H -1.667 2.178 0.436 0.436
H 0.867 -0.226 2.626 0.216
H -1.817 -0.883 4.464 0.240
H -1.604 0.772 5.186 0.313
H -0.216 -0.289 4.979 0.315
H 0.661 1.654 -0.784 0.370
H 1.858 0.892 0.212 0.500
```

Results
* total energy: -1554.92451 Ha
* energy above the lowest of the compared OMol25 structures with the same formula, charge and spin: 0.0 kcal per mole
* LUMO energy: 0.26 eV

---

Record 4
ORCA calculation (ωB97M-V/def2-TZVPD) on an isolated molecule of C6H3N5 in a non-equilibrium geometry.

```
14
Properties=species:S:1:pos:R:3:mulliken_charge:R:1
N -2.909 2.220 -0.086 -0.418
C -2.562 1.136 0.017 0.424
N -1.843 0.027 0.135 0.019
C -2.413 -1.184 0.075 0.461
N -2.941 -2.199 0.000 -0.468
C -0.309 0.057 0.075 0.470
N 0.239 1.206 0.097 -0.462
C 1.602 1.203 0.071 -0.177
C 2.271 0.003 -0.093 -0.476
C 1.456 -1.175 -0.074 -0.197
N 0.150 -1.164 0.111 -0.460
H 2.260 2.077 0.118 0.359
H 3.294 -0.021 -0.132 0.465
H 1.706 -2.186 -0.313 0.460
```

Results
* total energy: -504.15225 Ha
* SMILES string: N#CN(C#N)c1ncccn1
* energy above the lowest of the compared OMol25 structures with the same formula, charge and spin: 38.8 kcal per mole
* LUMO energy: -0.48 eV